{
  "formula": "C6H9NO2",
  "method": "ωB97M-V/def2-TZVPD",
  "elements": ["O", "C", "C", "C", "C", "C", "C", "N", "H", "H", "H", "H", "H", "H", "H", "O", "H", "H"],
  "positions_angstrom": [[2.0328, -1.4723, 1.1396], [0.9344, -0.7547, 0.6551], [1.1664, 0.6221, -0.0416], [1.8395, -0.1718, -1.1961], [0.5746, -0.9967, -0.8266], [-0.1714, 0.3670, -0.7812], [-1.4669, 0.4318, -0.0277], [-1.9248, 1.4885, 0.6035], [2.1824, -1.2377, 2.0593], [0.1063, -0.7979, 1.3800], [1.5021, 1.5605, 0.4181], [1.8370, 0.3075, -2.1844], [2.8086, -0.6301, -0.9744], [0.2108, -1.9262, -1.2810], [-0.2747, 0.8628, -1.7576], [-2.5135, -0.1220, -0.5734], [-1.1849, 2.0217, 1.0494], [-3.1747, 0.8496, 0.0103]],
  "atomic_forces_ev_per_a": [[0.18, -0.10, -0.08], [-0.25, 0.16, 0.06], [0.03, 0.09, 0.00], [0.41, -0.07, -0.11], [0.06, -0.09, -0.17], [0.74, -1.08, 0.89], [-2.44, 3.36, -2.04], [1.84, -0.62, 1.03], [-0.02, 0.01, 0.01], [0.03, 0.06, -0.24], [-0.10, -0.25, -0.15], [-0.05, -0.10, 0.26], [-0.28, 0.12, -0.04], [0.12, 0.30, 0.15], [-0.24, -0.14, 0.45], [-1.61, 0.17, 0.72], [-0.27, 0.50, 0.19], [1.86, -2.31, -0.93]],
  "e_above_lowest_kj_mol": 438.8,
  "gap_ev": 10.45,
  "max_force_ha_per_bohr": 0.090,
  "e_tot_ev": -11948.77073,
  "multiplicity": 1
}